Entry 1:
{"formula": "C35H54N9O5", "method": "wB97M-V/def2-TZVPD", "symbols": ["C", "C", "H", "H", "C", "O", "H", "H", "C", "N", "C", "H", "H", "O", "H", "C", "C", "H", "C", "C", "N", "H", "C", "H", "C", "C", "H", "O", "N", "H", "C", "H", "N", "N", "H", "H", "C", "H", "H", "H", "H", "C", "C", "N", "C", "C", "H", "H", "H", "H", "C", "C", "H", "H", "C", "N", "H", "H", "C", "H", "H", "O", "C", "C", "H", "H", "H", "H", "H", "O", "H", "H", "H", "H", "H", "H", "H", "H", "H", "H", "C", "H", "C", "N", "H", "C", "H", "H", "C", "C", "C", "H", "H", "H", "H", "C", "C", "H", "H", "C", "C", "C", "N"], "positions_angstrom": [[-2.084000, -4.921971, -1.181437], [-1.517000, 4.937029, 3.247563], [-3.193000, -4.596971, -1.152437], [1.886000, -2.052971, 0.893563], [3.228000, 4.831029, -4.320437], [-0.011000, 3.699029, 2.089563], [1.644000, -3.042971, -4.558437], [1.565000, 1.239029, -4.322437], [-4.618000, -0.667971, 3.596563], [1.897000, 0.313029, -4.315437], [-3.738000, -1.937971, 3.051563], [2.596000, 5.725029, -4.183437], [3.788000, 4.582029, -5.234437], [-1.983000, 2.828029, 2.464563], [1.946000, 0.294029, -0.717437], [2.393000, -4.370971, 6.606563], [4.027000, -0.802971, 2.016563], [5.076000, 1.592029, -0.346437], [-1.684000, -0.065971, -1.202437], [-1.859000, 5.688029, -3.646437], [-4.213000, -0.350971, 4.937563], [3.510000, 0.743029, 3.769563], [-0.737000, 1.051029, -1.740437], [2.454000, -5.780971, 4.606563], [-3.066000, 3.725029, -4.574437], [4.528000, -0.567971, 0.616563], [-3.305000, -0.320971, 0.200563], [-1.728000, -2.054971, -0.101437], [-1.424000, -5.576971, -0.180437], [0.386000, -0.276971, 2.638563], [1.133000, -2.018971, 0.198563], [-3.053000, -1.485971, -2.208437], [1.815000, -3.124971, 6.791563], [2.335000, 3.677029, -3.864437], [0.932000, -3.310971, 3.644563], [0.685000, -2.918971, 0.320563], [-3.814000, 5.053029, -4.787437], [-2.945000, -1.291971, 6.401563], [2.087000, -2.422971, 7.552563], [-2.423000, 4.626029, 3.828563], [-2.793000, -0.285971, -2.984437], [-2.878000, 0.492029, -0.300437], [2.980000, -1.666971, -3.362437], [-0.991000, -1.049971, -0.404437], [0.229000, 1.691029, -0.723437], [1.881000, -2.072971, -4.266437], [-0.905000, 3.473029, -3.781437], [-1.653000, 5.491029, 2.236563], [-1.792000, -5.944971, 0.471563], [1.583000, -1.958971, -0.934437], [2.100000, -4.709971, 5.146563], [-2.739000, -2.138971, 4.195563], [-3.529000, 1.102029, -0.849437], [-0.108000, 0.693029, -2.544437], [1.180000, -3.568971, 4.605563], [-3.020000, 6.075029, -4.244437], [-0.680000, 5.300029, 3.944563], [-3.878000, -2.324971, 2.037563], [1.191000, -0.789971, -4.804437], [0.674000, -5.995971, 0.204563], [-2.598000, 1.115029, 0.589563], [2.243000, 3.563029, -2.636437], [-1.855000, 4.088029, -3.750437], [-3.172000, -1.186971, 5.335563], [3.966000, -1.714971, 2.629563], [4.320000, 2.470029, 1.935563], [0.377000, -0.561971, -5.446437], [1.497000, 1.051029, 0.887563], [-3.048000, 7.013029, -4.173437], [1.676000, 3.069029, -4.694437], [0.914000, 2.349029, -1.365437], [-0.217000, 2.267029, 0.074563], [-2.048000, -2.956971, 4.173563], [3.583000, -2.239971, -2.992437], [-1.527000, -4.081971, -3.199437], [-3.561000, 2.841029, -4.930437], [-1.446000, -1.314971, -3.135437], [-4.903000, 0.156029, 5.654563], [-1.205000, 1.967029, -2.244437], [-0.970000, -0.028971, 2.073563], [1.148000, -2.577971, 5.719563], [2.959000, -4.912971, 7.255563], [-1.185000, -4.546971, -2.352437], [4.304000, 1.563029, 1.731563], [-5.442000, -0.035971, 3.215563], [-0.006000, -5.700971, -0.559437], [4.774000, -1.287971, -0.151437], [3.405000, 0.555029, -2.787437], [-2.252000, -0.872971, -2.427437], [-0.184000, -0.653971, 1.888563], [2.878000, -0.174971, -3.434437], [0.712000, -1.746971, 5.774563], [-4.731000, 5.239029, -5.441437], [0.965000, -4.930971, -2.818437], [3.981000, 4.994029, -3.629437], [3.871000, 0.535029, 2.632563], [4.697000, 1.002029, 0.466563], [-1.219000, 6.321029, -3.368437], [-0.383000, -1.619971, 2.132563], [1.025000, 0.585029, -0.061437], [0.136000, -5.050971, -1.945437], [0.290000, -0.738971, 0.371563], [-1.137000, 3.749029, 2.525563]], "atomic_forces_ev_per_a": [[0.1, 1.8, -3.1], [-0.4, 1.0, -0.3], [2.0, -1.1, 0.3], [2.2, 0.6, 1.5], [-0.9, -0.6, -0.7], [0.0, -0.2, -0.5], [-0.5, -1.4, -0.5], [-0.2, 1.2, -0.1], [2.6, -2.9, 0.5], [1.1, -5.4, 1.9], [-0.8, 5.5, 5.2], [0.1, -0.4, -1.1], [-1.2, 0.4, -0.2], [1.4, 1.4, -0.4], [-1.7, 0.3, 1.0], [-3.0, 1.7, -7.6], [1.0, 4.4, -1.1], [0.0, 0.1, 0.0], [-0.9, 1.4, -2.2], [-6.1, -11.7, -3.5], [-1.0, -1.5, -1.0], [1.1, -0.3, -3.2], [-0.1, 1.9, 0.1], [-1.2, 3.4, 1.6], [0.0, 6.5, 1.7], [-0.4, 5.2, 2.6], [-1.2, -1.4, 0.1], [4.4, 3.9, -1.2], [9.1, 7.3, -14.1], [3.4, 1.0, 1.3], [1.2, 3.1, -4.8], [-0.9, -2.4, 1.2], [0.7, 1.7, 1.5], [0.1, 1.2, 1.0], [-0.8, 0.1, -2.1], [-2.3, -2.5, 0.1], [2.1, -2.2, 0.1], [0.2, 0.2, -0.7], [-0.6, -2.0, -1.2], [0.6, 1.0, -0.8], [-2.3, 4.4, -3.3], [2.6, 0.5, 1.3], [-10.3, 10.3, -7.4], [-3.5, -2.9, 3.1], [0.5, -0.6, -1.1], [-0.2, 6.1, 0.0], [-1.4, 0.9, 0.6], [-0.4, 0.7, 2.5], [-6.0, -6.1, 11.2], [-0.8, -0.4, 2.8], [-0.8, 0.6, 1.7], [-5.2, 3.5, 0.0], [-1.0, 0.5, -1.2], [0.1, -0.8, -0.2], [3.7, -0.3, 6.7], [1.1, -4.8, 0.2], [-1.2, -0.4, -1.5], [0.4, 0.0, 0.6], [3.4, -2.6, 2.3], [0.5, -0.4, 0.0], [0.6, -0.2, -1.0], [0.1, -0.4, -1.7], [-0.9, 3.3, -2.5], [0.4, -2.5, -2.9], [-0.2, 0.5, -0.8], [0.0, 4.3, 1.0], [-0.5, -0.5, -0.5], [-0.7, -1.2, -1.3], [-1.8, 3.8, -0.6], [0.7, 0.5, 0.6], [-0.9, -0.8, 1.4], [-0.6, 0.4, -0.2], [0.4, 0.0, 0.6], [6.8, -5.9, 4.5], [-0.5, 1.0, -1.9], [0.5, -0.5, 0.1], [-1.2, 0.5, 1.6], [2.4, -1.5, -2.3], [-0.5, -1.7, 0.8], [-3.0, 1.3, -0.4], [4.0, -10.7, -3.1], [1.3, -1.0, 1.9], [0.2, -3.7, 7.6], [-0.4, -8.0, -2.0], [0.7, -0.9, -0.1], [-2.6, 2.4, -3.8], [0.0, 0.1, 0.1], [-0.2, -0.6, -0.7], [4.4, -1.4, 1.2], [0.1, -0.4, -3.3], [0.7, -1.6, 0.7], [-3.4, 6.7, 0.5], [1.5, -0.1, 1.4], [-1.5, -0.7, 3.1], [1.3, -0.3, 1.9], [0.4, -1.3, -0.1], [-1.6, -5.1, 3.5], [5.0, 4.7, 2.5], [-1.1, -2.7, 1.0], [2.8, -0.4, 0.3], [-1.3, -0.4, 0.6], [0.4, -0.1, 1.3], [-0.1, -3.5, 1.1]], "molar_mass_da": 680.88, "lumo_ha": -0.18378, "homo_energy_ev": -9.6, "charge": 1, "energy_ev": -60785.8976, "de_lowest_kcal_mol": 21.1}

=====

Entry 2:
{"formula": "C3H4BrF3O", "method": "wB97M-V/def2-TZVPD", "symbols": ["H", "F", "C", "F", "H", "C", "H", "H", "Br", "O", "C", "F"], "positions_angstrom": [[-1.519148, 1.970455, -1.923792], [0.526268, -0.685628, 2.107797], [0.370100, -0.959928, -0.146122], [0.556684, -2.752103, 1.346980], [-1.102711, -1.571420, 1.401584], [-0.051634, -1.489803, 1.167375], [-0.154851, 2.130434, 0.544038], [1.507043, -0.986299, -0.298354], [1.363837, 2.153518, -1.468084], [-1.292439, 1.934431, -0.963513], [-0.080892, 1.674615, -0.454111], [-0.122257, -1.418271, -1.313798]], "atomic_forces_ev_per_a": [[1.2, -0.4, 0.9], [-0.1, 0.0, -0.1], [3.1, -1.6, -1.2], [-0.7, 0.7, -0.1], [-0.3, -0.2, -0.2], [0.8, -0.7, 0.3], [0.8, -0.7, 0.0], [-1.6, 0.7, 0.7], [1.3, 0.2, -0.7], [-2.0, 0.1, -1.0], [-1.4, 1.7, 0.6], [-1.0, 0.1, 0.7]], "multiplicity": 3, "molar_mass_da": 192.96, "lumo_ha": [0.02258, -0.04526], "homo_energy_ev": [-7.4, -10.9], "charge": 0, "energy_ev": -83413.3768, "de_lowest_kcal_mol": 15.6}

=====

Entry 3:
{"formula": "C4H4CuO2", "method": "wB97M-V/def2-TZVPD", "symbols": ["Cu", "O", "C", "H", "H", "C", "C", "H", "C", "H", "O"], "positions_angstrom": [[3.215886, -0.825845, 0.410080], [2.387839, 0.881586, 0.780321], [-2.041433, -0.100493, -0.749501], [-0.242638, -0.656093, -1.538233], [-0.808131, -1.564600, -0.092355], [-0.701790, -0.560410, -0.539503], [0.091793, 0.429590, 0.350592], [-0.471002, 0.514329, 1.331174], [1.514409, 0.028472, 0.505714], [0.059255, 1.459601, -0.029844], [-3.004184, 0.393864, -0.428449]], "atomic_forces_ev_per_a": [[1.2, -1.1, -0.1], [-2.3, -1.6, -0.4], [-2.4, 1.9, 2.8], [0.0, -0.2, 0.2], [0.0, 0.2, -0.2], [1.1, -0.7, -1.4], [-2.0, 0.4, 0.8], [1.1, -0.3, -0.6], [1.6, 3.0, 0.8], [0.2, -0.2, -0.2], [1.5, -1.2, -1.8]], "multiplicity": 2, "molar_mass_da": 147.62, "lumo_ha": [-0.37508, -0.40594], "homo_energy_ev": [-18.9, -21.2], "charge": 2, "energy_ev": -52924.7004, "de_lowest_kcal_mol": 0.0}

=====

Entry 4:
{"formula": "C2H5NO2", "method": "wB97M-V/def2-TZVPD", "symbols": ["H", "N", "O", "C", "C", "H", "O", "H", "H", "H"], "positions_angstrom": [[1.682857, -1.451694, -0.091647], [-1.964228, -0.051445, -0.085892], [1.759094, -0.506931, -0.047564], [-0.684128, -0.757424, 0.074364], [0.537110, 0.170362, 0.066891], [-1.835995, 0.610788, -0.856294], [0.513903, 1.384377, 0.018527], [-0.790526, -1.397056, 0.961902], [-2.094409, 0.585583, 0.740407], [-0.514204, -1.484710, -0.768358]], "atomic_forces_ev_per_a": [[-0.5, -0.8, 0.1], [0.6, 0.9, 0.6], [-0.8, 2.0, 0.3], [-0.6, -0.2, -0.5], [1.1, 0.3, -0.5], [-0.2, -0.2, 0.2], [0.0, -2.2, 0.3], [0.6, 0.3, 0.0], [0.2, -1.0, -1.0], [-0.3, 0.7, 0.6]], "molar_mass_da": 75.07, "lumo_ha": 0.02037, "homo_energy_ev": -10.2, "charge": 0, "energy_ev": -7740.1275, "de_lowest_kcal_mol": 14.4, "smiles": "NCC(=O)O"}

=====

Entry 5:
{"formula": "C25H32InN2P", "method": "wB97M-V/def2-TZVPD", "symbols": ["H", "C", "C", "H", "N", "C", "H", "H", "C", "H", "H", "C", "C", "C", "C", "C", "H", "H", "H", "C", "H", "H", "P", "H", "C", "C", "C", "C", "C", "H", "H", "H", "H", "H", "H", "H", "H", "N", "H", "H", "C", "H", "H", "C", "H", "H", "C", "C", "H", "C", "C", "H", "In", "H", "H", "H", "C", "C", "C", "C", "H"], "positions_angstrom": [[-3.035785, -2.154501, 0.748695], [-0.826012, 0.002778, 2.503776], [3.043217, 2.359821, 0.512154], [5.514599, 1.165558, 0.401308], [1.897088, 1.620962, -0.116108], [-4.485691, 0.186593, -2.040568], [-5.068279, 0.243832, 0.485177], [-0.976011, 2.018359, -1.120116], [4.907610, 0.367316, -1.496690], [-4.938972, -0.061515, -4.115116], [-0.957831, -1.031597, -2.930016], [-2.262506, -0.341254, -1.358263], [-0.973553, 2.189028, 3.474719], [-1.150655, -4.913900, 1.169142], [0.072065, -4.408191, 0.769335], [5.248183, 1.541345, -0.593399], [-1.256411, 3.808546, 2.102099], [-0.982305, 2.833809, 4.343714], [4.388170, 0.694605, -2.397877], [-0.985996, 0.550706, 1.226565], [-3.236042, -4.479616, 1.484244], [1.908060, -3.149445, -0.965755], [-0.894785, -0.546343, -0.213648], [1.066437, 1.762825, 0.466107], [-1.343151, 2.608268, -0.277434], [-2.151965, -2.778942, 0.776210], [0.223980, -3.074817, 0.384281], [-4.179747, -0.147006, -3.348970], [1.615370, -2.649166, -0.039456], [1.675888, 2.070660, -1.004224], [3.770489, 2.865103, -1.447868], [2.647245, 3.307122, 0.876514], [4.466875, -0.835617, 0.112073], [6.157857, 1.994260, -0.987605], [5.827251, -0.123967, -1.811346], [4.101091, -1.518820, -1.298030], [-3.862887, 1.509734, 0.600987], [4.043390, -0.633908, -0.793660], [-3.486626, -0.107188, 1.166852], [-1.230761, -5.951146, 1.466068], [-2.273636, -4.093045, 1.178020], [0.938185, -5.058591, 0.755515], [-0.729442, -1.069243, 2.621046], [-0.912738, -2.252634, 0.386636], [-5.487708, 0.519264, -1.798163], [3.378463, 1.792425, 1.380799], [-1.955099, -0.685468, -2.680715], [-2.908807, -0.599906, -3.675859], [-0.708487, 0.386625, 4.610083], [-3.549681, 0.095184, -1.010485], [-0.819899, 0.820198, 3.625502], [4.674786, 3.543540, -0.125552], [1.711932, -0.566568, -0.437237], [-0.861733, 3.586962, -0.301510], [2.365162, -2.868335, 0.721140], [-2.404239, 2.776147, -0.469152], [4.184901, 2.629263, -0.460437], [-4.003540, 0.448093, 0.386781], [-1.126244, 2.737453, 2.207472], [-1.134383, 1.943165, 1.064332], [-2.666674, -0.878836, -4.692073]], "atomic_forces_ev_per_a": [[0.0, 0.0, 0.0], [0.0, 0.0, 0.0], [0.0, 0.0, -0.1], [0.1, 0.0, 0.0], [0.0, 0.0, 0.2], [0.0, 0.0, 0.0], [0.0, 0.0, 0.0], [0.0, 0.0, 0.0], [0.0, 0.0, 0.2], [0.0, 0.0, 0.0], [0.0, 0.0, 0.0], [0.0, 0.1, -0.1], [0.0, 0.0, 0.0], [0.0, 0.0, 0.0], [0.0, 0.0, 0.0], [0.0, 0.0, 0.0], [0.0, 0.0, 0.0], [0.0, 0.0, 0.0], [0.0, 0.0, 0.0], [0.0, 0.1, 0.0], [0.0, 0.0, 0.0], [0.1, -0.1, 0.0], [0.0, -0.1, 0.0], [0.0, 0.2, 0.0], [0.1, 0.0, 0.0], [0.0, 0.0, 0.0], [0.2, -0.1, 0.0], [0.0, 0.0, 0.0], [-0.1, 0.1, 0.3], [0.0, 0.0, 0.0], [0.0, 0.1, 0.0], [0.0, 0.0, 0.0], [0.0, 0.0, 0.0], [0.0, 0.0, 0.0], [0.0, 0.0, 0.0], [0.1, 0.0, 0.0], [0.0, 0.0, 0.0], [-0.1, 0.0, -0.4], [0.0, 0.0, 0.0], [0.0, 0.0, 0.0], [0.1, 0.0, 0.0], [0.0, 0.0, 0.0], [0.0, 0.0, 0.0], [-0.1, 0.0, -0.1], [0.0, 0.0, 0.0], [0.0, 0.0, 0.0], [-0.1, 0.0, 0.0], [0.0, 0.0, 0.0], [0.0, 0.0, 0.0], [-0.1, -0.1, 0.1], [0.0, 0.0, 0.0], [0.0, 0.0, 0.0], [0.0, 0.2, 0.0], [0.0, 0.0, 0.0], [-0.1, -0.2, 0.0], [0.0, 0.0, 0.0], [0.0, 0.0, 0.0], [0.0, 0.0, 0.0], [0.0, 0.0, 0.0], [0.0, 0.0, 0.0], [0.0, 0.0, 0.0]], "molar_mass_da": 506.34, "lumo_ha": -0.25134, "homo_energy_ev": -14.2, "charge": 2, "energy_ev": -43873.2773}

=====

Entry 6:
{"formula": "C3H3ClO2", "method": "wB97M-V/def2-TZVPD", "symbols": ["C", "H", "H", "C", "O", "H", "Cl", "O", "C"], "positions_angstrom": [[0.793651, 0.142015, 0.638604], [2.251974, -0.662547, -0.756770], [1.062096, -0.129469, 1.603158], [-1.575138, 0.316895, 0.140196], [-2.574253, 0.921176, 0.179253], [0.702666, 0.174939, -1.431665], [-1.556742, -1.307962, -0.507383], [-0.427773, 0.726651, 0.676811], [1.323519, -0.181702, -0.542208]], "atomic_forces_ev_per_a": [[0.3, -1.4, -2.7], [0.4, -0.2, 0.3], [1.1, -0.3, 1.5], [0.7, -1.0, 0.3], [-0.8, 1.0, 0.0], [1.2, -0.7, 1.1], [0.0, -0.5, -0.2], [-1.3, 1.5, 0.3], [-1.6, 1.5, -0.7]], "molar_mass_da": 106.51, "lumo_ha": 0.02664, "homo_energy_ev": -10.3, "charge": 0, "energy_ev": -19775.7973, "de_lowest_kcal_mol": 20.6, "smiles": "C=COC(=O)Cl"}